[1]
Computed, not measured: an isolated ion of composition C8H14N3 and charge +1, with ωB97M-V/def2-TZVPD.

Last column: Mulliken spin population.
Geometry (Å):
1 C -1.644 -0.037 -0.986  0.178
2 C -0.541 -0.780 -1.017  0.386
3 C 0.039 0.655 1.075  0.065
4 C -1.074 1.558 0.535  0.384
5 C 0.475 -0.354 0.038  0.076
6 C -0.167 -2.007 -1.759  -0.010
7 C -1.227 2.881 1.136  0.012
8 C 1.717 0.275 -0.686  0.033
9 N -1.866 1.151 -0.339  0.411
10 N 0.541 0.776 2.197  0.282
11 N 0.823 -1.673 0.711  0.015
12 H -2.382 -0.180 -1.718  0.021
13 H -0.815 -2.116 -2.553  0.006
14 H -0.330 -2.936 -1.279  0.032
15 H 0.857 -2.051 -1.824  0.011
16 H -0.279 3.387 1.436  0.008
17 H -1.916 2.791 2.101  0.057
18 H -1.728 3.453 0.343  0.007
19 H 2.019 1.036 -0.053  0.020
20 H 1.344 0.583 -1.589  -0.001
21 H 2.464 -0.479 -0.840  0.001
22 H 1.163 0.092 2.559  0.004
23 H -0.043 -1.948 1.279  0.002
24 H 1.683 -1.713 1.332  0.001
25 H 0.889 -2.366 -0.099  -0.002

Summary:
**Spin multiplicity**: 3
**Energy relative to the best compared isomer or geometry (same formula, charge and spin)**: 1.756 eV
**Net charge**: +1
**LUMO level (alpha / beta)**: -3.6 / -6.8 eV
**Kohn-Sham gap (alpha / beta)**: 6.26 / 6.31 eV


[2]
Computed, not measured: a 2-piece molecular cluster, C8H14N3O overall, with ωB97M-V/def2-TZVPD.

Last column: Mulliken charge in e.
Geometry (Å):
1 C -1.601 -1.756 -0.738  -0.682
2 C -0.520 -1.317 -0.102  -0.034
3 C -0.723 -3.503 0.208  0.111
4 C 0.801 0.776 0.684  0.011
5 C 1.476 2.041 -1.263  -1.813
6 C -0.871 2.336 -0.278  -1.472
7 C 1.143 3.135 0.979  -1.408
8 C 0.588 2.042 0.008  1.971
9 N -1.779 -3.128 -0.473  -0.028
10 N 0.009 -2.381 0.515  -0.003
11 N -0.373 -4.765 0.563  -0.406
12 O 1.208 0.166 1.585  -0.292
13 H -2.302 -1.219 -1.393  0.362
14 H 2.535 1.963 -1.234  0.440
15 H 1.176 1.241 -1.830  0.486
16 H 1.312 2.975 -1.665  0.475
17 H -1.459 2.312 0.666  0.384
18 H -1.329 1.775 -1.095  0.348
19 H -0.920 3.341 -0.791  0.427
20 H 2.282 3.146 0.969  0.376
21 H 0.873 4.104 0.531  0.392
22 H 0.886 3.065 2.032  0.390
23 H -2.387 -3.714 -0.976  0.231
24 H 0.775 -2.379 1.190  0.254
25 H -1.107 -5.451 0.682  0.256
26 H 0.309 -4.808 1.226  0.223

Summary:
**Energy relative to the best compared isomer or geometry (same formula, charge and spin)**: 2.455 eV
**Net charge**: +1
**LUMO level (alpha / beta)**: -3.3 / -3.3 eV
**Kohn-Sham gap (alpha / beta)**: 8.36 / 8.36 eV


[3]
Computed, not measured: a 2-piece molecular cluster, C8H14N3O overall, with ωB97M-V/def2-TZVPD.

Last column: Mulliken charge in e.
Geometry (Å):
1 C 2.197 1.278 0.153  0.139
2 C 2.223 -0.141 -0.025  0.605
3 C 0.094 0.383 -0.327  -0.111
4 C 3.180 2.096 0.582  -0.857
5 C -2.235 0.500 -0.609  -0.060
6 C -2.586 2.008 -0.472  -1.013
7 C 0.513 -3.002 0.250  -1.123
8 C 0.580 -1.986 -0.935  -0.663
9 N 0.761 1.508 -0.044  -0.076
10 N 0.948 -0.636 -0.419  0.204
11 N -2.621 -0.208 0.680  -0.302
12 O 3.127 -0.885 0.128  -0.527
13 H 2.911 3.210 0.408  0.274
14 H 4.223 1.853 0.471  0.348
15 H -2.471 2.347 -1.503  0.320
16 H -1.893 2.683 0.038  0.266
17 H -3.678 2.083 -0.033  0.372
18 H 0.359 -3.912 -0.224  0.412
19 H 1.482 -3.169 0.695  0.333
20 H -0.156 -2.914 1.059  0.355
21 H 1.316 -2.231 -1.615  0.373
22 H -0.407 -1.840 -1.171  0.397
23 H 0.289 2.405 0.222  0.239
24 H -1.742 -0.713 1.004  0.361
25 H -3.167 -1.037 0.365  0.406
26 H -3.244 0.320 1.319  0.330

Summary:
**Energy relative to the best compared isomer or geometry (same formula, charge and spin)**: 5.994 eV
**Net charge**: +1
**LUMO level**: -4.0 eV
**Kohn-Sham gap**: 8.14 eV


[4]
Computed, not measured: a 2-piece molecular cluster, C8H14N3O2 overall, with ωB97M-V/def2-TZVPD.

Last column: Mulliken charge in e.
Geometry (Å):
1 C 1.470 1.155 2.008  0.060
2 C 1.961 0.529 1.113  -1.027
3 C -1.627 -0.357 0.461  -0.360
4 C -0.444 1.387 -0.514  0.592
5 C -0.722 3.947 -0.202  -0.519
6 C 0.283 3.736 -1.394  -0.397
7 C -0.158 -4.520 -0.108  -1.350
8 C 0.585 -3.225 -0.381  -0.218
9 N -0.492 2.684 -0.772  0.084
10 N -0.363 -1.112 0.365  0.686
11 N -0.453 -2.177 -0.266  -0.553
12 O -1.330 1.013 0.459  -0.319
13 O 0.251 0.580 -1.111  -0.610
14 H 1.121 1.805 2.822  0.413
15 H -2.183 -0.548 -0.499  0.376
16 H 2.666 0.075 0.539  0.513
17 H -2.110 -0.511 1.436  0.297
18 H -0.129 4.140 0.660  0.300
19 H -1.528 4.587 -0.481  0.288
20 H -0.020 4.155 -2.345  0.255
21 H 1.260 3.760 -1.003  0.289
22 H -0.441 -4.621 0.842  0.406
23 H -0.938 -4.416 -0.765  0.415
24 H 0.411 -5.322 -0.393  0.420
25 H 0.877 -3.101 -1.417  0.294
26 H 1.567 -3.012 0.201  0.334
27 H 0.486 -0.633 0.744  0.333

Summary:
**Energy relative to the best compared isomer or geometry (same formula, charge and spin)**: 6.503 eV
**Net charge**: +1
**LUMO level**: -4.6 eV
**Kohn-Sham gap**: 8.82 eV


[5]
Computed, not measured: the molecule C8H14N3O2PS2, with ωB97M-V/def2-TZVPD.

Last column: Mulliken charge in e.
Geometry (Å):
1 C 2.667 -0.922 1.299  -0.718
2 C 2.922 -0.232 -0.031  -0.898
3 C 1.668 0.338 -0.706  -0.334
4 N 0.691 -0.729 -0.863  -0.029
5 C -0.625 -0.349 -1.329  -0.795
6 C -0.673 0.891 -2.122  -0.068
7 N -0.660 2.001 -2.483  -0.532
8 C -1.685 -0.295 -0.211  0.787
9 C -2.992 -0.161 -0.783  -0.273
10 N -4.019 -0.094 -1.303  -0.481
11 P -1.619 -2.007 0.600  0.241
12 S -1.713 -3.442 -0.695  -0.381
13 S -1.415 0.897 1.139  1.404
14 C -1.273 2.549 0.531  -1.176
15 O -2.620 0.833 1.918  -0.675
16 O -0.251 0.520 1.881  -0.522
17 H 1.694 -1.371 1.364  -0.032
18 H 3.389 -1.720 1.408  0.367
19 H 2.854 -0.258 2.125  0.277
20 H 3.325 -0.956 -0.730  0.388
21 H 3.666 0.546 0.063  0.448
22 H 2.006 0.727 -1.657  0.434
23 H 1.301 1.124 -0.069  0.121
24 H 1.033 -1.418 -1.515  0.312
25 H -0.962 -1.133 -1.993  0.762
26 H -2.637 -2.036 1.563  0.166
27 H -0.419 -1.966 1.312  0.021
28 H -2.122 2.845 -0.060  0.385
29 H -0.384 2.666 -0.065  0.368
30 H -1.145 3.151 1.413  0.435

Summary:
**SMILES string**: CCCN[C@H](C#N)[C@@](C#N)([PH2]=S)S(C)(=O)=O
**LUMO level**: 0.3 eV
**Kohn-Sham gap**: 9.87 eV


[6]
Computed, not measured: C8H14N3O3OsS as an isolated structure, with ωB97M-V/def2-TZVPD.

Last column: Mulliken spin population.
Geometry (Å):
1 C -2.025 0.801 -1.324  -0.055
2 Os -0.387 0.567 0.116  2.289
3 N 1.535 0.093 1.136  0.028
4 N 0.601 -0.421 -1.348  0.020
5 H 1.529 -0.889 1.462  0.005
6 H -1.228 1.628 -1.000  0.033
7 H -3.006 1.159 -0.988  0.016
8 H -1.921 -0.264 -0.953  0.026
9 H -1.971 0.800 -2.422  0.005
10 H 0.882 -1.340 -0.994  0.011
11 H 1.442 0.071 -1.667  0.005
12 H 0.022 -0.598 -2.172  0.010
13 H 2.416 0.208 0.610  -0.005
14 H 1.645 0.650 2.001  -0.001
15 O -1.666 2.747 3.197  0.027
16 S -0.938 1.530 3.393  0.039
17 O 0.473 1.485 3.720  0.037
18 N -1.170 0.684 1.779  0.284
19 C -1.656 -0.592 1.952  0.448
20 O -1.510 -1.373 0.946  0.343
21 C -2.103 -0.851 3.296  0.013
22 C -2.708 -2.039 3.719  0.166
23 C -3.000 -2.177 5.070  -0.056
24 C -2.707 -1.138 5.975  0.198
25 C -2.108 0.064 5.541  -0.079
26 C -1.810 0.189 4.185  0.163
27 H -2.925 -2.802 2.975  0.018
28 H -3.445 -3.101 5.439  -0.001
29 H -2.936 -1.276 7.035  0.013
30 H -1.875 0.871 6.242  -0.001

Summary:
**Spin multiplicity**: 5
**Net charge**: +1
**LUMO level (alpha / beta)**: -3.7 / -5.6 eV
**Kohn-Sham gap (alpha / beta)**: 4.64 / 6.45 eV


[7]
Computed, not measured: C8H14N4O as an isolated structure, with ωB97M-V/def2-TZVPD.

Last column: Mulliken charge in e.
Geometry (Å):
1 C -1.166 2.036 -0.640  -0.818
2 C -2.627 -0.110 -0.578  -0.640
3 C -1.823 -1.377 -0.811  -0.528
4 C -0.358 -0.833 1.015  0.542
5 C -1.190 0.350 1.273  -1.205
6 C 0.996 -0.695 0.517  0.195
7 C 2.902 -0.083 0.009  0.589
8 C 4.284 0.530 -0.126  -0.846
9 H -0.291 1.689 -1.178  0.289
10 H -0.767 2.760 0.065  0.341
11 H -1.828 2.399 -1.484  0.304
12 H -3.643 -0.232 -0.012  0.261
13 H -3.085 0.069 -1.621  0.336
14 H -0.946 -1.235 -1.517  0.264
15 H -2.469 -2.224 -1.153  0.399
16 H -1.967 -2.113 1.004  0.358
17 H -0.163 -1.286 2.024  0.199
18 H -0.426 0.994 1.670  0.528
19 H -2.012 0.351 2.106  0.295
20 H 4.182 1.579 -1.114  0.221
21 H 5.086 -0.345 -0.570  0.284
22 H 4.630 1.026 1.110  0.264
23 N -1.912 1.012 0.136  0.092
24 N -1.158 -2.021 0.343  -0.558
25 N 1.851 0.213 0.820  -0.568
26 N 2.609 -1.046 -0.749  -0.526
27 O 1.291 -1.405 -0.538  -0.071

Summary:
**Energy relative to the best compared isomer or geometry (same formula, charge and spin)**: 3.938 eV
**LUMO level**: 0.7 eV
**Kohn-Sham gap**: 9.24 eV


[8]
Computed, not measured: the molecule C8H14N4O2, with ωB97M-V/def2-TZVPD.

Last column: Mulliken charge in e.
Geometry (Å):
1 C 0.541 -1.919 -2.404  -1.254
2 C 0.854 -1.067 -1.106  -0.511
3 N -0.315 -0.334 -0.678  -0.168
4 C -0.066 0.844 0.274  -0.234
5 N -1.400 1.155 0.816  -0.203
6 C -1.861 0.202 1.867  -0.810
7 N 0.908 0.426 1.321  -0.617
8 C 1.461 1.422 1.883  -0.244
9 C 1.404 2.822 1.401  -0.394
10 N 1.078 3.049 0.209  -0.583
11 C 0.399 2.026 -0.498  0.302
12 C -1.003 2.625 -1.143  0.596
13 O -1.340 3.670 -0.739  -0.511
14 O -1.635 1.728 -1.887  -0.557
15 H -0.238 -2.604 -2.241  0.342
16 H 0.206 -1.051 -3.003  0.277
17 H 1.380 -2.359 -2.843  0.415
18 H 1.555 -0.267 -1.414  0.343
19 H 1.315 -1.721 -0.344  0.321
20 H -0.928 -1.063 -0.359  0.305
21 H -1.266 2.089 1.325  0.373
22 H -2.732 -0.436 1.500  0.264
23 H -1.002 -0.502 1.950  0.338
24 H -1.923 0.689 2.786  0.370
25 H 1.897 1.161 2.815  0.455
26 H 2.112 3.550 1.775  0.416
27 H 0.983 1.725 -1.411  0.426
28 H -1.289 0.804 -1.693  0.544

Summary:
**Energy relative to the best compared isomer or geometry (same formula, charge and spin)**: 1.047 eV
**SMILES string**: CCN[C@@]1(NC)N=CC=N[C@@H]1C(=O)O
**LUMO level**: -0.4 eV
**Kohn-Sham gap**: 8.85 eV